Record 1
The following is a DFT calculation (ωB97M-V with the def2-TZVPD basis set) of a structure of composition CH5P.

- Gap between HOMO and LUMO: 10.523 eV
- E_LUMO: 0.9 eV
- Energy relative to the best compared isomer or geometry (same formula, charge and spin): 29.8 kcal/mol
- Total energy: -382.365917 hartree

Structure (ORCA input):
```
! wB97M-V def2-TZVPD RIJCOSX def2/J DEFGRID3
* xyz 0 1
C -0.5247 -0.3206 0.1038
P 1.3124 -0.0894 0.2511
H -0.9541 0.3333 -0.5456
H -0.8796 -0.7068 1.0785
H -0.7935 -1.4209 -0.7029
H 1.4626 1.2305 0.4546
H 1.3111 0.2484 -1.0852
*
```



Record 2
The following is a DFT calculation (ωB97M-V with the def2-TZVPD basis set) of an isolated molecule of C4Cl2N2.

- Gap between HOMO and LUMO: 9.407 eV
- E_LUMO: -1.2 eV
- Energy relative to the best compared isomer or geometry (same formula, charge and spin): 0.0 kcal/mol
- Total energy: -1182.273640 hartree

Structure (ORCA input):
```
! wB97M-V def2-TZVPD RIJCOSX def2/J DEFGRID3
* xyz 0 1
N -1.0379 2.7013 -1.0518
C -0.7982 1.7383 -0.4566
C -0.5058 0.5317 0.2894
C -1.1649 0.3570 1.5314
N -1.7033 0.2181 2.5531
C 0.3604 -0.3805 -0.1981
Cl 0.7196 -1.8089 0.6582
Cl 1.1533 -0.1861 -1.6880
*
```